No. 1
Entry from OMol25: an isolated molecule of C13H16N2O5 (ωB97M-V/def2-TZVPD).

ΔE to the lowest compared entry with this formula, charge and spin ... 3.025 eV
Frontier orbital gap ... 9.439 eV
E_LUMO ... 0.24 eV
SMILES ... N[C@@H](CC(=O)O)C(=O)N[C@@H](Cc1ccccc1)C(=O)O
Largest force on an atom ... 4.58 eV Å⁻¹
HOMO energy ... -9.2 eV

Geometry as ORCA input:
```
! RIJCOSX wB97M-V def2-TZVPD def2/J DEFGRID3
* xyz 0 1
N -1.631 0.888 0.437
C -0.613 1.756 1.184
C -0.674 1.630 2.652
C -1.949 1.800 3.313
O -2.985 1.993 2.729
O -1.909 1.741 4.651
C 0.685 1.479 0.432
O 1.405 2.397 0.028
N 1.197 0.199 0.204
C 0.627 -1.020 0.616
C 0.699 -1.975 -0.482
C 0.622 -1.275 -1.932
C 1.669 -0.760 -2.655
C 1.476 -0.052 -3.813
C 0.173 0.024 -4.452
C -0.897 -0.639 -3.829
C -0.672 -1.205 -2.544
C 1.226 -1.589 1.953
O 2.234 -1.297 2.489
O 0.265 -2.459 2.328
H -1.647 0.709 -0.574
H -2.534 1.202 0.606
H -0.800 2.718 0.887
H 0.109 2.258 3.158
H -0.403 0.515 2.731
H -0.938 1.686 4.789
H 2.117 0.200 -0.051
H -0.371 -0.848 0.964
H -0.117 -2.565 -0.270
H 1.618 -2.592 -0.577
H 2.683 -0.946 -2.191
H 2.271 0.534 -4.329
H 0.026 0.682 -5.294
H -1.880 -0.660 -4.282
H -1.533 -1.714 -2.050
H 0.453 -2.815 3.175
*
```

Here is what Mulliken gives for the atomic charges, in e:
1. N -0.627
2. C -0.056
3. C -0.734
4. C 0.617
5. O -0.568
6. O -0.495
7. C 0.142
8. O -0.713
9. N 0.145
10. C 0.565
11. C -1.526
12. C 0.514
13. C 0.086
14. C -0.645
15. C -0.442
16. C -0.620
17. C -0.424
18. C -0.096
19. O -0.538
20. O -0.427
21. H 0.118
22. H 0.257
23. H 0.735
24. H 0.399
25. H 0.352
26. H 0.369
27. H 0.257
28. H 0.375
29. H 0.568
30. H 0.303
31. H 0.326
32. H 0.318
33. H 0.398
34. H 0.381
35. H 0.308
36. H 0.376

No. 2
Entry from OMol25: C13H16N2O5S2Sc as an isolated structure (ωB97M-V/def2-TZVPD).

Frontier orbital gap ... 9.014 eV
E_LUMO ... -3.08 eV
Largest force on an atom ... 2.61 eV Å⁻¹
HOMO energy ... -12.1 eV

Geometry as ORCA input:
```
! RIJCOSX wB97M-V def2-TZVPD def2/J DEFGRID3
* xyz 1 1
Sc 6.651 6.519 9.354
C 4.733 6.254 12.849
C 6.058 5.768 12.339
C 7.001 5.274 13.395
O 6.658 6.924 11.552
C 5.838 4.611 11.394
O 5.262 3.650 11.765
O 6.317 4.809 10.157
H 4.791 7.016 13.608
H 4.213 5.409 13.333
H 4.105 6.674 12.048
H 7.089 5.978 14.268
H 8.008 5.134 12.992
H 6.670 4.360 13.795
H 6.522 7.773 12.033
C 4.953 5.280 6.388
C 6.339 5.748 6.257
N 7.159 6.015 7.219
C 8.416 6.463 6.808
C 8.534 6.503 5.440
S 7.029 5.978 4.734
C 9.379 6.761 7.839
C 10.671 7.144 7.688
S 11.383 7.238 9.187
C 9.951 6.904 9.947
N 8.944 6.672 9.172
C 9.999 6.913 11.449
H 4.885 4.375 5.747
H 4.187 5.983 6.054
H 4.794 4.979 7.416
H 9.413 6.691 4.849
H 11.059 7.342 6.719
H 10.784 6.246 11.813
H 9.057 6.606 11.908
H 10.225 7.934 11.868
O 4.690 7.121 8.705
C 5.089 8.323 8.834
O 6.292 8.561 9.051
H 4.376 9.119 8.660
*
```

Here is what Mulliken gives for the atomic charges, in e:
1. Sc 0.585
2. C -1.747
3. C 1.936
4. C -1.739
5. O -0.418
6. C 0.173
7. O -0.547
8. O -0.576
9. H 0.460
10. H 0.412
11. H 0.361
12. H 0.355
13. H 0.426
14. H 0.425
15. H 0.251
16. C -1.242
17. C 0.757
18. N 0.024
19. C -0.020
20. C -0.382
21. S -0.144
22. C 0.034
23. C -0.498
24. S -0.220
25. C 0.991
26. N -0.037
27. C -0.902
28. H 0.453
29. H 0.309
30. H 0.257
31. H 0.421
32. H 0.461
33. H 0.437
34. H -0.166
35. H 0.352
36. O -0.534
37. C 0.275
38. O -0.497
39. H 0.513

No. 3
Entry from OMol25: an isolated molecule of C13H16N4O2S2 (ωB97M-V/def2-TZVPD).

Frontier orbital gap ... 8.228 eV
E_LUMO ... 0.56 eV
SMILES ... CN(C)S(=O)(=O)Nc1cccc(-c2cn3c(n2)SCC3)c1
Largest force on an atom ... 1.09 eV Å⁻¹
HOMO energy ... -7.7 eV

Geometry as ORCA input:
```
! RIJCOSX wB97M-V def2-TZVPD def2/J DEFGRID3
* xyz 0 1
C 4.598 1.011 1.737
N 4.501 0.245 0.516
C 5.765 -0.285 0.048
S 3.702 1.113 -0.678
O 3.707 0.328 -1.870
O 4.169 2.464 -0.739
N 2.179 1.206 -0.015
C 1.255 0.162 -0.095
C 1.700 -1.155 -0.130
C 0.775 -2.183 -0.183
C -0.582 -1.921 -0.188
C -1.034 -0.603 -0.143
C -2.450 -0.278 -0.142
C -3.541 -1.115 -0.239
N -4.638 -0.303 -0.201
C -4.170 0.965 -0.075
N -2.874 1.027 -0.039
S -5.442 2.146 0.019
C -6.661 0.866 -0.510
C -6.058 -0.501 -0.179
C -0.106 0.433 -0.101
H 3.592 1.311 2.022
H 5.025 0.383 2.517
H 5.215 1.907 1.604
H 6.528 0.496 -0.045
H 5.590 -0.730 -0.928
H 6.109 -1.048 0.746
H 1.792 2.135 -0.059
H 2.758 -1.352 -0.125
H 1.122 -3.206 -0.218
H -1.289 -2.735 -0.225
H -3.626 -2.176 -0.343
H -6.810 0.988 -1.583
H -7.598 1.050 0.009
H -6.372 -0.837 0.819
H -6.360 -1.254 -0.913
H -0.470 1.449 -0.071
*
```

Here is what Mulliken gives for the atomic charges, in e:
1. C -0.971
2. N 0.018
3. C -1.097
4. S 1.266
5. O -0.644
6. O -0.730
7. N -0.269
8. C 0.973
9. C -0.136
10. C -1.178
11. C -0.592
12. C 0.281
13. C 0.507
14. C -0.796
15. N 0.115
16. C 0.088
17. N -0.521
18. S -0.159
19. C -0.574
20. C -0.567
21. C -0.732
22. H 0.326
23. H 0.342
24. H 0.328
25. H 0.390
26. H 0.370
27. H 0.339
28. H 0.245
29. H 0.431
30. H 0.376
31. H 0.335
32. H 0.451
33. H 0.316
34. H 0.403
35. H 0.259
36. H 0.335
37. H 0.473